1.
The following is a quantum chemistry calculation of a 2-piece molecular cluster, C5H13NO overall in a non-equilibrium geometry, from OMol25.

Each line ends with the Löwdin charge.
Atoms and positions in Å:
O 1.4532 -2.1697 1.3695  0.0433
N 2.5231 -0.3619 2.1188  0.1294
C -1.5054 0.6435 -1.8962  -0.3179
C 1.3274 -1.0787 1.8785  -0.5868
C -0.9085 -0.7394 -2.1178  -0.1398
C -0.5177 1.6289 -1.2312  -0.1137
C 0.0770 -0.5904 2.4645  -0.0232
H 3.2839 -0.5416 1.4849  0.0923
H -1.9139 1.0657 -2.8214  0.0911
H -1.1010 -1.5277 -1.3880  0.0685
H 0.1796 -0.6847 -2.2613  0.0641
H -2.4658 0.3937 -1.4020  0.0985
H -0.3214 2.3833 -2.0046  0.0636
H 0.4630 1.2103 -1.0118  0.0581
H -1.1841 -1.0683 -3.1346  0.0681
H -0.9728 2.2048 -0.4187  0.0626
H 2.4685 0.6046 2.4059  0.0804
H -0.7855 -0.8838 1.8795  0.0804
H 0.0849 0.5092 2.6346  0.0871
H -0.1843 -0.9978 3.4514  0.0940

The lowest unoccupied orbital energy is 0.832 eV. The value obtained for the energy above the lowest of the compared OMol25 structures with the same formula, charge and spin is 74.94 kJ/mol. As for the SMILES: CC(N)=O.CCC. The calculation puts the total energy at -328.290301 hartree. For the orbital gap, the calculation gives 10.8 eV. For the max |F|, the calculation gives 0.06044 Eh/bohr.

2.
The following is a quantum chemistry calculation of a 2-piece molecular cluster, C5H13NO overall in a non-equilibrium geometry, from OMol25.

Each line ends with the Löwdin charge.
Atoms and positions in Å:
O 1.4253 3.3259 2.5706  -0.0721
N -2.0193 -0.5068 1.1242  0.0413
C -1.0029 -1.9862 -0.7090  -0.0554
C -1.2906 -0.6103 -0.1102  -0.4703
C 0.0348 0.1896 0.0533  -0.1681
C 1.9465 -0.0344 -1.6042  -0.0165
C 0.6731 0.2498 -1.3407  -0.2013
H -2.7121 -1.1993 1.1060  0.0493
H -1.8228 -2.6984 -0.8839  0.0885
H 0.6686 -0.3755 0.7134  0.1005
H -0.0911 1.1666 0.5682  0.1180
H 0.0486 0.4741 -2.2013  0.1003
H -1.9029 -0.0115 -0.9012  0.1496
H -0.5446 -2.4086 0.1367  0.0642
H 2.6645 -0.0518 -0.7682  0.0610
H 2.3436 -0.1994 -2.6157  0.0558
H 1.2563 4.1454 2.0158  0.0709
H -1.6297 -0.5258 2.0238  0.0576
H 2.2967 3.1243 2.2802  0.0031
H -0.3421 -2.0677 -1.4578  0.0235

The lowest unoccupied orbital energy is 0.844 eV. The value obtained for the energy above the lowest of the compared OMol25 structures with the same formula, charge and spin is 224.06 kJ/mol. As for the SMILES: C=CC[C@@H](C)N.O. The calculation puts the total energy at -328.233506 hartree. For the orbital gap, the calculation gives 9.9 eV. For the max |F|, the calculation gives 0.08609 Eh/bohr.

3.
The following is a quantum chemistry calculation of a 2-piece molecular cluster, C5H13NO overall in a non-equilibrium geometry, from OMol25.

Each line ends with the Löwdin charge.
Atoms and positions in Å:
O -0.7678 1.9452 2.2928  -0.0640
N 0.7280 0.4978 -1.5964  -0.0527
C -2.1199 -1.3688 0.0517  -0.1102
C 1.7658 0.6419 -0.5525  -0.2777
C -1.1247 -1.0511 -1.0540  -0.1473
C 1.7334 -0.3293 0.6198  -0.1018
C -0.4984 0.1414 -1.0492  -0.2211
H -2.6374 -0.4431 0.3193  0.0668
H -0.9955 0.9306 -0.4854  0.1015
H -0.1638 2.1435 1.5760  0.0117
H 1.1251 0.0011 -2.3678  0.1043
H -1.6065 2.0270 1.7965  0.0440
H -2.8268 -2.0469 -0.4327  0.0583
H 2.7513 0.4820 -1.0517  0.1114
H 0.9398 -0.1058 1.3511  0.0585
H 2.5670 -0.0342 1.2603  0.0750
H 1.6030 -1.3652 0.3430  0.0747
H -0.7094 -1.8259 -1.6984  0.0976
H -1.7882 -1.9066 0.9449  0.0724
H 2.0253 1.6664 -0.2673  0.0988

The lowest unoccupied orbital energy is 0.892 eV. The value obtained for the energy above the lowest of the compared OMol25 structures with the same formula, charge and spin is 227.19 kJ/mol. As for the SMILES: C/C=C/NCC.O. The calculation puts the total energy at -328.232315 hartree. For the orbital gap, the calculation gives 9.1 eV. For the max |F|, the calculation gives 0.04264 Eh/bohr.

4.
The following is a quantum chemistry calculation of an isolated ion of composition C5H13NO and charge +1 in a non-equilibrium geometry, from OMol25.

Each line ends with the Mulliken spin population.
Atoms and positions in Å:
O -0.3912 2.7216 1.2700  0.0443
N -1.4413 -0.7189 1.0730  0.6200
C -0.9008 1.4537 1.6066  0.1179
C 0.8051 -0.3152 -1.4906  0.0109
C -0.9360 0.4292 0.4185  0.0404
C 0.5802 0.3208 -0.1031  0.1419
C 1.2538 -1.7604 -1.3439  0.0010
H 1.1612 -2.2963 -2.3119  0.0036
H 1.1029 1.2967 0.0067  0.0054
H -1.8906 1.4954 2.0745  0.0011
H -0.1099 -0.2740 -2.0780  0.0061
H -1.8876 -1.2789 0.3350  -0.0011
H -1.5618 0.5913 -0.4669  -0.0187
H 1.0973 -0.3696 0.6013  0.0026
H -0.7788 -1.3479 1.5293  -0.0014
H 0.5399 -2.3054 -0.7352  0.0068
H 2.2545 -1.8118 -0.9283  -0.0006
H -0.3397 2.8578 0.3164  0.0014
H -0.1067 1.0949 2.3240  -0.0021
H 1.5496 0.2168 -2.0975  0.0205

The lowest unoccupied orbital energy (spin up / spin down) is -3.215 / -9.013 eV. Its net charge is +1. The value obtained for the energy above the lowest of the compared OMol25 structures with the same formula, charge and spin is 230.49 kJ/mol. The calculation puts the total energy at -327.927509 hartree. For the orbital gap (spin up / spin down), the calculation gives 11.9 / 6.0 eV. For the max |F|, the calculation gives 0.08048 Eh/bohr. Its spin multiplicity is 2.

5.
The following is a quantum chemistry calculation of C5H13NO2 in the gas phase, from OMol25.

Each line ends with the Löwdin charge.
Atoms and positions in Å:
O 2.3817 1.0710 0.5745  0.0102
O 2.8710 -0.9157 -0.3531  0.0321
N 0.6996 -0.5811 0.3747  0.0483
C 1.8631 0.0140 -0.2116  -0.5191
C -0.9230 -0.5479 -1.4391  -0.0419
C -1.6116 -0.8634 0.9381  -0.0481
C -0.6401 -0.1314 0.0076  -0.6285
C -0.8363 1.3873 0.1658  -0.0458
H -1.4594 -0.5571 1.9713  0.0812
H 1.7940 1.8315 0.5336  0.0755
H 3.1744 -1.1694 0.5273  0.1018
H -0.5863 1.7023 1.1781  0.0844
H -1.4506 -1.9354 0.8665  0.0854
H -1.8746 1.6478 -0.0241  0.0825
H 1.6311 0.3527 -1.2290  0.1524
H -2.6394 -0.6433 0.6627  0.0824
H -1.9698 -0.3792 -1.6771  0.0823
H -0.3179 0.0182 -2.1417  0.0721
H 0.8078 -0.6359 1.3814  0.1273
H -0.2190 1.9374 -0.5425  0.0767
H -0.6946 -1.6023 -1.5634  0.0889

The lowest unoccupied orbital energy is 0.727 eV. The value obtained for the energy above the lowest of the compared OMol25 structures with the same formula, charge and spin is 81.91 kJ/mol. As for the SMILES: CC(C)(C)NC(O)O. The calculation puts the total energy at -403.545413 hartree. For the orbital gap, the calculation gives 9.8 eV. For the max |F|, the calculation gives 0.01145 Eh/bohr.

6.
The following is a quantum chemistry calculation of a 2-piece molecular cluster, C5H13NO2 overall in a non-equilibrium geometry, from OMol25.

Each line ends with the Löwdin charge.
Atoms and positions in Å:
O 0.7934 -0.8520 2.6384  -0.0547
O -1.0122 1.8097 0.6563  0.0124
N -0.1630 -0.0514 -0.1585  -0.1199
C 0.1200 -0.7103 -1.5014  -0.1780
C 0.8907 2.1659 -0.8375  0.0104
C -1.4512 -0.7137 0.3051  -0.0290
C -0.1261 1.3318 -0.0891  -0.4767
C 0.5873 -2.2341 -1.2311  -0.0550
H -1.8700 -1.2847 -0.5037  0.0706
H 0.8365 -1.7637 2.4414  0.0006
H -0.6297 -0.5027 -2.1763  0.0848
H 1.0110 -2.6761 -2.0965  0.0434
H 1.0068 -0.2735 -1.9883  0.0962
H 1.4643 -2.1608 -0.6412  0.0524
H 1.6821 2.2037 -0.1088  0.0820
H -1.0585 -1.4056 1.1106  0.0906
H -0.2776 -2.8833 -0.8705  0.0909
H 1.4094 1.6990 -1.6702  0.0595
H -2.1594 -0.0212 0.7328  0.0789
H 0.4613 3.1789 -1.0952  0.1146
H 0.8902 -0.4498 1.7419  0.0259

The lowest unoccupied orbital energy is 0.695 eV. The value obtained for the energy above the lowest of the compared OMol25 structures with the same formula, charge and spin is 194.09 kJ/mol. As for the SMILES: CCN(C)C(C)=O.O. The calculation puts the total energy at -403.502686 hartree. For the orbital gap, the calculation gives 10.2 eV. For the max |F|, the calculation gives 0.09459 Eh/bohr.